Entry 1:
17
Properties=species:S:1:pos:R:3:forces:R:3 method="wB97M-V/def2-TZVPD" relative_energy_kj_mol=537.1 homo_lumo_gap_ev=7.842 lumo_ev=0.938
O 0.409816 0.924807 1.033403 0.0993 -0.1278 0.1399
C -1.316424 -1.519727 0.418329 0.1263 -0.0801 -0.0155
C 0.642832 -0.832994 -0.670620 0.0491 0.0290 -0.0628
C -0.150095 0.434054 -0.350750 -0.1671 -0.3064 -0.0074
C 1.053495 2.061781 -0.082093 0.2838 0.4709 -0.0544
C -1.549442 -0.085454 -0.022566 -0.0211 0.0377 -0.0376
C -0.101142 -1.936161 0.063682 -0.1704 0.0038 0.0462
H 1.708989 -0.751703 -0.405088 -0.1932 0.0116 -0.0423
H 0.291609 -2.938136 0.219745 -0.0730 0.1517 -0.0062
H 1.035334 0.278758 1.421193 -0.1118 0.1228 -0.0853
H 0.621625 -1.017346 -1.754517 0.0201 0.0095 0.1071
H 1.766029 2.438585 0.673426 -0.1015 -0.0711 -0.0875
H 1.590358 1.792784 -0.988540 -0.1124 -0.0683 0.1342
H 0.288047 2.799433 -0.285795 0.0761 -0.1419 0.0406
H -2.181511 -0.058749 -0.922536 0.0842 -0.0134 0.1186
H -2.046148 0.537577 0.729792 0.0912 -0.0895 -0.1199
H -2.063371 -2.127509 0.922935 0.1203 0.0616 -0.0676

Entry 2:
116
Properties=species:S:1:pos:R:3:forces:R:3 method="wB97M-V/def2-TZVPD" multiplicity=2 s2=0.78 homo_lumo_gap_ev="6.748 / 6.657" lumo_ev="-0.089 / -0.090"
Ir 0.112709 -1.182732 0.233496 0.4054 -0.1742 0.2297
As -0.330283 0.063156 3.642334 -0.0095 0.1287 0.1523
S -0.709226 1.010423 0.063788 -0.1321 0.4256 -0.2587
Si 0.508333 2.623564 -0.486254 -0.0157 -0.1182 0.1508
O 1.945895 2.210974 -1.141591 0.0474 0.2555 -0.0588
O 1.868044 -3.106233 -1.624491 -0.0718 0.0435 -0.0734
O -0.034978 -1.207780 2.625095 -0.0330 -0.0113 -0.1343
O 0.828529 3.423368 0.923069 -0.1655 0.0461 -0.0459
O -0.389122 -1.718806 -2.226791 0.0094 -0.0192 -0.3872
O -1.922873 -1.857692 0.237927 -0.1374 0.6188 0.1444
O -0.242641 3.633764 -1.544552 -0.0188 -0.0926 -0.0159
N 0.452769 -3.189977 0.749688 -0.0759 0.0855 0.1904
N -0.281864 -3.796275 1.576940 -0.0109 -0.3594 -0.2156
N -2.136787 -2.867648 -3.134102 0.0790 -0.0663 0.0079
N -1.681708 -0.667295 -3.768888 -0.0052 -0.0914 -0.0587
C -4.091462 -2.770577 2.935518 0.0366 0.0169 -0.0518
C -2.606368 -3.289764 -4.442096 -0.0234 0.0117 -0.0196
C -3.283794 -3.682790 3.681285 0.0551 -0.0332 0.0213
C -0.719021 0.415712 -3.795198 0.0428 0.0464 -0.0104
C -1.582558 4.141848 -1.609735 0.0069 0.0784 -0.0063
C 1.047952 1.389509 3.538350 -0.0546 0.0362 0.0966
C -2.971384 -5.118371 5.603167 -0.0067 -0.0085 0.0072
C -1.221821 -4.917239 3.950380 0.0200 -0.0394 0.0034
C -3.642152 -2.195792 1.796248 -0.0766 -0.0005 -0.0534
C 2.633356 -2.835673 -2.777186 0.0019 0.0250 -0.0407
C -2.000920 -4.015976 3.193099 -0.0519 -0.0095 0.0361
C -2.468860 3.140331 -2.340925 0.0057 0.0359 0.0051
C -2.134587 4.418478 -0.215362 -0.0037 0.0028 0.0077
C 3.508390 -5.154702 1.563220 0.0445 -0.0199 -0.0192
C 3.986318 3.105726 -1.999179 -0.0429 -0.0151 0.0275
C -1.519382 -3.393557 1.987528 -0.0327 0.1796 -0.1046
C 2.260562 -4.561251 1.652564 0.0385 0.1216 0.0171
C -1.348912 -1.747428 -2.997310 -0.1210 -0.0192 0.2175
C 1.716315 -3.849134 0.590131 0.2925 -0.1682 0.1308
C 1.555844 4.614355 1.226837 0.1704 -0.0318 0.0527
C -3.056735 -0.345444 -4.105841 -0.0086 0.0431 0.0496
C 1.894292 -0.692186 0.185586 -0.1367 -0.1554 0.1213
C -2.028037 0.936646 3.416072 0.0237 -0.0635 -0.0213
C 2.995224 4.218441 1.552754 -0.0370 0.0135 0.0317
C 3.109544 0.884796 -2.720498 0.0064 0.0699 -0.0549
C 4.237837 -5.033050 0.392854 -0.0124 -0.0016 0.0376
C -1.847116 -3.970588 -2.230309 -0.0163 0.0265 -0.0451
C -0.338120 -0.638884 5.435415 -0.0187 0.0124 -0.0331
C 1.538772 5.617540 0.078311 -0.0056 -0.0099 0.0251
C 1.970443 2.987004 -3.468084 -0.0086 -0.0213 0.0242
C -2.318515 -2.448255 1.301889 0.1919 -0.4520 -0.0049
C 2.455350 -3.745749 -0.600458 -0.1132 -0.1874 0.1207
C -1.696299 -5.454453 5.119716 0.0050 0.0073 -0.0120
C -3.747515 -4.246834 4.886518 -0.0149 0.0217 -0.0166
C 3.715098 -4.331724 -0.682855 0.0428 -0.0251 -0.0249
C -1.494796 5.433922 -2.414522 -0.0102 -0.0060 0.0185
C 0.882787 5.216258 2.454633 0.0042 -0.0101 0.0043
C 2.727220 2.311313 -2.332134 0.0560 -0.1175 -0.0576
H 3.737700 4.132972 -1.731124 -0.0014 0.0122 0.0029
H -2.716077 -4.628895 -2.200147 -0.0006 -0.0032 0.0091
H 0.871950 4.486436 3.265691 0.0027 0.0169 0.0004
H 0.908053 1.944385 2.611220 0.0550 0.0094 -0.0430
H 3.700745 0.422358 -1.928930 0.0090 -0.0008 0.0212
H -3.284952 0.667360 -3.769295 0.0001 0.0096 0.0161
H 1.416077 6.106172 2.792337 0.0069 0.0138 0.0044
H -0.966412 1.080913 -4.623793 0.0014 0.0031 0.0067
H 3.444747 3.707360 0.703071 0.0030 -0.0067 -0.0200
H 1.692859 -4.617319 2.569663 0.0109 0.0218 -0.0145
H -3.139932 4.835672 -0.293019 -0.0136 0.0030 0.0008
H 2.117098 6.499849 0.357851 0.0065 0.0070 -0.0039
H -1.963689 1.600173 2.556965 0.0047 -0.0072 -0.0183
H 1.070296 2.428321 -3.720507 -0.0277 -0.0035 -0.0048
H -3.662057 -3.568561 -4.408643 -0.0050 -0.0006 -0.0060
H -0.851691 6.158592 -1.914584 0.0068 -0.0002 0.0069
H -1.505996 5.133492 0.316287 -0.0046 -0.0136 -0.0015
H -4.240563 -1.494757 1.227731 -0.0239 -0.0067 0.0096
H -1.079252 5.228437 -3.401903 0.0092 -0.0006 -0.0065
H -1.108383 -1.407862 5.494281 0.0071 0.0043 -0.0109
H -1.077683 -6.146146 5.677615 0.0052 -0.0063 0.0044
H 5.218498 -5.482563 0.308585 0.0099 -0.0049 -0.0021
H 0.995625 2.066219 4.392959 -0.0177 -0.0278 -0.0160
H 2.689456 -1.412891 0.424043 0.0012 0.0664 0.0083
H 2.006091 0.871438 3.535760 0.0018 0.0067 -0.0302
H -3.333462 -5.546788 6.528343 -0.0076 0.0017 0.0021
H -0.238239 -5.183756 3.593288 -0.0029 -0.0044 -0.0192
H -2.078688 2.972409 -3.345634 0.0010 -0.0230 -0.0087
H 1.670990 3.997870 -3.195458 0.0065 0.0118 0.0168
H -5.084398 -2.541871 3.307437 -0.0042 0.0084 0.0010
H -4.736879 -3.975036 5.236389 -0.0081 0.0011 0.0100
H -2.475740 -2.500419 -5.176243 0.0006 -0.0322 0.0070
H -2.034810 -4.161429 -4.778306 -0.0012 -0.0045 -0.0032
H 2.918904 -3.755685 -3.296263 -0.0158 0.0082 0.0002
H 2.287388 0.301599 -0.036078 -0.0820 -0.0400 -0.0077
H -0.704121 0.977973 -2.858819 -0.0040 -0.0042 -0.0020
H -0.976603 -4.544931 -2.567145 0.0049 -0.0029 0.0084
H -3.732867 -1.028640 -3.596718 -0.0014 0.0020 -0.0144
H 3.910441 -5.694568 2.409520 0.0060 -0.0047 0.0081
H 4.508448 2.643335 -1.160751 0.0170 -0.0040 0.0053
H 4.659305 3.128952 -2.857696 0.0025 -0.0045 -0.0095
H 0.275450 0.006657 -3.960195 0.0262 0.0187 -0.0231
H -3.485193 3.530403 -2.427408 -0.0048 0.0110 0.0087
H 4.285389 -4.256725 -1.597730 -0.0161 0.0073 0.0200
H 0.522041 5.930191 -0.153542 0.0016 -0.0006 0.0053
H -3.242834 -0.400707 -5.182713 0.0015 0.0271 0.0027
H -2.188265 3.498067 0.368509 0.0100 -0.0136 0.0051
H -0.540471 0.149158 6.159873 0.0039 0.0001 0.0044
H 1.974925 5.191128 -0.824693 0.0035 -0.0122 -0.0246
H 3.021298 3.545146 2.411909 -0.0388 -0.0082 -0.0197
H -1.652267 -3.580948 -1.238466 0.0131 -0.0058 0.0430
H -0.148023 5.491178 2.226786 0.0018 -0.0022 -0.0023
H 3.591696 5.101081 1.790226 0.0164 0.0088 0.0037
H 3.534999 -2.265961 -2.530216 -0.0175 -0.0051 -0.0111
H 2.613378 3.033439 -4.348755 -0.0002 -0.0055 -0.0150
H 3.700786 0.884148 -3.638267 0.0025 -0.0103 -0.0116
H 0.631423 -1.091028 5.635840 -0.0006 0.0007 -0.0046
H 2.214047 0.284172 -2.873595 -0.0670 -0.0381 0.0213
H -2.271624 1.487115 4.324280 0.0005 0.0187 0.0039
H -2.484652 5.876032 -2.537297 -0.0136 0.0019 -0.0085
H 1.988392 -2.239059 -3.415998 -0.0118 0.0082 -0.0166
H -2.496787 2.193349 -1.802144 0.0059 -0.0241 -0.0006
H -2.779635 0.169720 3.229561 0.0105 -0.0029 0.0057